Formula: C4H6OS
Source: the OMol25 dataset
Level of theory: ωB97M-V/def2-TZVPD

Computed properties:
E (Eh): -629.34058
SMILES string: C=C=S.C=CO
Gap between HOMO and LUMO (Ha): 0.3130
E_HOMO (eV): -8.79
LUMO energy (eV): -0.27
M (g/mol): 102.16
Relative energy (zero: lowest compared OMol25 entry of this formula, charge and spin) (kcal/mol): 66.9

The geometry in ORCA input format:
```
! wB97M-V def2-TZVPD RIJCOSX def2/J DEFGRID3
* xyz 0 1
C -2.36 -1.19 0.91
C -2.71 -0.62 -0.21
S -3.08 -0.06 -1.66
H -1.50 -0.78 1.45
H -2.80 -2.04 1.36
C 0.13 1.59 -0.50
C 0.75 2.09 0.59
O 1.57 1.37 1.42
H -0.66 2.27 -0.89
H 0.21 0.48 -0.72
H 0.58 3.09 0.97
H 1.68 0.58 0.90
*
```

Taken from the Mulliken analysis, the atomic charges in e are: C -0.4297; C 0.1479; S -0.2463; H 0.2516; H 0.2846; C -0.7677; C 0.1585; O -0.4765; H 0.2147; H 0.2238; H 0.3553; H 0.2840

=====

Formula: C4H6OS
Source: the OMol25 dataset
Level of theory: ωB97M-V/def2-TZVPD

Computed properties:
E (Eh): -629.35344
SMILES string: C=COCC=S
Gap between HOMO and LUMO (Ha): 0.3145
E_HOMO (eV): -8.87
LUMO energy (eV): -0.32
M (g/mol): 102.16
Relative energy (zero: lowest compared OMol25 entry of this formula, charge and spin) (kcal/mol): 58.8

The geometry in ORCA input format:
```
! wB97M-V def2-TZVPD RIJCOSX def2/J DEFGRID3
* xyz 0 1
C 1.01 2.62 0.81
C 0.64 1.52 1.45
O 1.04 0.31 1.02
C 0.02 -0.63 0.68
C -0.36 -0.52 -0.74
S -1.12 -1.64 -1.60
H 1.65 2.52 -0.01
H 0.69 3.60 1.03
H -0.03 1.49 2.32
H 0.39 -1.61 0.72
H -0.85 -0.67 1.33
H -0.04 0.50 -1.24
*
```

Taken from the Mulliken analysis, the atomic charges in e are: C -0.7530; C 0.0131; O -0.3334; C -0.3593; C -0.1146; S -0.2252; H 0.2778; H 0.2790; H 0.3434; H 0.3447; H 0.3311; H 0.1963

=====

Formula: C4H6OS
Source: the OMol25 dataset
Level of theory: ωB97M-V/def2-TZVPD

Computed properties:
E (Eh): -629.33442
SMILES string: C=C=C(C)SO
Gap between HOMO and LUMO (Ha): 0.3334
E_HOMO (eV): -8.47
LUMO energy (eV): 0.60
M (g/mol): 102.16
Relative energy (zero: lowest compared OMol25 entry of this formula, charge and spin) (kcal/mol): 70.8

The geometry in ORCA input format:
```
! wB97M-V def2-TZVPD RIJCOSX def2/J DEFGRID3
* xyz 0 1
C 1.40 -1.30 -1.01
C 0.44 -0.50 -0.52
C -0.34 0.35 0.06
C -1.87 0.21 -0.09
S 0.17 1.84 0.97
O 1.82 1.54 1.24
H 1.60 -1.35 -2.07
H 1.75 -2.07 -0.23
H -2.47 1.15 -0.19
H -2.02 -0.47 -0.98
H -2.17 -0.33 0.87
H 1.69 0.92 1.94
*
```

Taken from the Mulliken analysis, the atomic charges in e are: C -0.8310; C 0.0686; C 0.5988; C -1.1706; S 0.0250; O -0.4494; H 0.2707; H 0.2050; H 0.3705; H 0.3161; H 0.2591; H 0.3374

=====

Formula: C4H6OS2
Source: the OMol25 dataset
Level of theory: ωB97M-V/def2-TZVPD

Computed properties:
E (Eh): -1027.57328
SMILES string: O[C@@H](C=S)[C@@H]1CS1
Gap between HOMO and LUMO (Ha): 0.3112
E_HOMO (eV): -8.92
LUMO energy (eV): -0.45
M (g/mol): 134.22
Relative energy (zero: lowest compared OMol25 entry of this formula, charge and spin) (kcal/mol): 36.6

The geometry in ORCA input format:
```
! wB97M-V def2-TZVPD RIJCOSX def2/J DEFGRID3
* xyz 0 1
O -0.29 1.54 -0.70
C -0.22 0.90 0.59
C -1.23 -0.21 0.75
S -2.45 -0.49 -0.25
C 1.14 0.30 0.80
C 2.18 0.61 -0.20
S 1.64 -1.13 -0.29
H -1.01 1.11 -1.18
H -0.41 1.63 1.35
H -1.02 -0.83 1.64
H 1.53 0.14 1.79
H 1.86 1.12 -1.09
H 3.23 0.72 0.03
*
```

Taken from the Mulliken analysis, the atomic charges in e are: O -0.4435; C 0.0325; C -0.2063; S -0.2867; C -0.2031; C -0.7341; S -0.1522; H 0.2535; H 0.3216; H 0.3119; H 0.5169; H 0.2680; H 0.3216

=====

Formula: C4H6OSi
Source: the OMol25 dataset
Level of theory: ωB97M-V/def2-TZVPD

Computed properties:
E (Eh): -520.57796
SMILES string: C#C[SiH3].C=C=O
Gap between HOMO and LUMO (Ha): 0.3616
E_HOMO (eV): -9.06
LUMO energy (eV): 0.78
M (g/mol): 98.18
Relative energy (zero: lowest compared OMol25 entry of this formula, charge and spin) (kcal/mol): 93.3

The geometry in ORCA input format:
```
! wB97M-V def2-TZVPD RIJCOSX def2/J DEFGRID3
* xyz 0 1
C -1.22 0.14 1.72
C -0.50 -0.15 0.77
Si 1.39 0.07 0.27
H -2.00 0.23 2.37
H 1.88 1.19 1.15
H 1.29 0.10 -1.18
H 1.95 -1.03 0.95
C -1.85 -1.20 -1.60
C -1.07 -2.04 -1.04
O -0.23 -2.62 -0.52
H -2.79 -0.89 -1.08
H -1.96 -0.74 -2.58
*
```

Taken from the Mulliken analysis, the atomic charges in e are: C -0.1011; C -0.5217; Si 0.4449; H 0.4516; H -0.0960; H -0.0748; H -0.0991; C -0.8988; C 0.7670; O -0.3643; H 0.2331; H 0.2592

=====

Formula: C4H6P2
Source: the OMol25 dataset
Level of theory: ωB97M-V/def2-TZVPD

Computed properties:
E (Eh): -838.61711
SMILES string: PC1=[PH]=CC=C1
Gap between HOMO and LUMO (Ha): 0.3381
E_HOMO (eV): -8.68
LUMO energy (eV): 0.53
M (g/mol): 116.04
Relative energy (zero: lowest compared OMol25 entry of this formula, charge and spin) (kcal/mol): 24.5

The geometry in ORCA input format:
```
! wB97M-V def2-TZVPD RIJCOSX def2/J DEFGRID3
* xyz 0 1
P 2.58 -0.10 0.07
C 0.67 0.01 0.04
P -0.36 1.48 0.24
C -1.71 0.30 0.07
C -1.40 -0.99 0.10
C -0.03 -1.13 0.03
H 2.24 0.61 1.21
H 2.61 1.08 -0.74
H -0.20 1.74 -1.22
H -2.75 0.74 -0.02
H -2.17 -1.66 0.02
H 0.52 -2.07 0.19
*
```

Taken from the Mulliken analysis, the atomic charges in e are: P -0.0707; C 0.0907; P -0.1189; C -0.2899; C -0.5471; C -0.2911; H 0.0667; H 0.0410; H 0.0742; H 0.3051; H 0.4429; H 0.2971